No. 1
{
  "formula": "C31H31Cl4F4N2O5Ta",
  "method": "ωB97M-V/def2-TZVPD",
  "species": ["Ta", "Cl", "Cl", "Cl", "Cl", "F", "F", "F", "F", "O", "O", "O", "O", "O", "N", "N", "C", "C", "C", "C", "C", "C", "C", "C", "C", "C", "C", "C", "C", "C", "C", "C", "C", "C", "C", "C", "C", "C", "C", "C", "C", "C", "C", "C", "C", "C", "C", "H", "H", "H", "H", "H", "H", "H", "H", "H", "H", "H", "H", "H", "H", "H", "H", "H", "H", "H", "H", "H", "H", "H", "H", "H", "H", "H", "H", "H", "H", "H"],
  "coordinates": [[0.025, 0.043, -0.186], [4.467, -4.747, 1.600], [1.558, -4.650, 0.376], [6.070, -2.095, 1.993], [4.712, 0.670, 1.246], [3.653, 5.636, -3.679], [-3.330, -2.851, -5.591], [2.052, 6.834, -2.836], [1.725, 5.730, -4.671], [0.666, -1.756, -0.151], [1.865, 0.264, 0.234], [-1.931, -1.519, 0.012], [-2.509, 1.010, -0.413], [-0.450, -1.037, 2.249], [0.885, 2.363, -1.215], [-0.032, 1.811, 1.352], [1.919, -2.002, 0.340], [-3.616, 0.096, -0.429], [3.768, -3.251, 1.172], [-0.422, -2.161, -3.587], [0.047, 3.242, -1.782], [2.617, -0.836, 0.552], [-2.471, -2.205, -4.802], [-0.800, -0.450, 3.510], [-3.068, -1.236, -0.806], [3.902, -0.833, 1.039], [1.843, 4.510, -2.676], [-1.048, -2.316, 2.044], [0.316, -0.071, -2.382], [1.075, 3.576, 2.524], [-0.111, 3.996, 3.118], [2.195, 2.547, -1.387], [2.336, 5.694, -3.482], [4.487, -2.060, 1.359], [-1.249, 3.239, 2.840], [1.082, 2.501, 1.661], [-3.003, 2.363, -0.384], [-2.770, -0.913, -4.410], [2.472, -3.224, 0.650], [-1.872, -0.251, -3.589], [-1.313, -2.845, -4.401], [-0.175, 5.196, 4.011], [-0.690, -0.860, -3.162], [0.477, 4.323, -2.520], [-1.169, 2.174, 1.976], [-2.299, -2.137, 1.262], [2.718, 3.612, -2.102], [2.006, 4.084, 2.735], [-1.871, -0.242, 3.570], [-3.017, -1.499, 1.785], [0.383, 0.930, -2.784], [-3.516, 2.588, -1.320], [-2.708, -1.221, -1.823], [-0.852, 5.940, 3.587], [-3.675, -0.443, -4.771], [-0.516, -1.126, 4.316], [-2.166, 3.033, -0.242], [2.001, 2.176, 1.206], [3.787, 3.731, -2.205], [-3.823, -2.017, -0.711], [-0.570, 4.926, 4.991], [1.312, -0.520, -2.417], [-1.111, -3.849, -4.748], [-0.240, 0.474, 3.607], [-2.199, 3.484, 3.298], [-1.241, -2.825, 2.989], [-4.090, 0.104, 0.557], [-2.759, -3.107, 1.067], [0.803, 5.652, 4.144], [0.505, -2.641, -3.298], [-0.234, 5.002, -2.971], [-2.079, 0.774, -3.295], [-0.347, -2.912, 1.469], [-1.008, 3.060, -1.658], [-2.038, 1.564, 1.777], [-4.361, 0.405, -1.167], [2.851, 1.808, -0.945], [-3.700, 2.488, 0.446]],
  "total_charge": 2,
  "homo_lumo_gap_ev": 7.0,
  "homo_ev": -13.60,
  "multiplicity": 1,
  "lumo_ha": -0.2416,
  "e_above_lowest_kj_mol": 94.3,
  "energy_ev": -108366.24711
}

***

No. 2
{
  "formula": "C31H31CoN11O5S2",
  "method": "ωB97M-V/def2-TZVPD",
  "species": ["Co", "S", "S", "O", "O", "O", "O", "O", "N", "N", "N", "N", "N", "N", "N", "N", "N", "N", "N", "C", "C", "C", "C", "C", "C", "C", "C", "C", "C", "C", "C", "C", "C", "C", "C", "C", "C", "C", "C", "C", "C", "C", "C", "C", "C", "C", "C", "C", "C", "C", "H", "H", "H", "H", "H", "H", "H", "H", "H", "H", "H", "H", "H", "H", "H", "H", "H", "H", "H", "H", "H", "H", "H", "H", "H", "H", "H", "H", "H", "H", "H"],
  "coordinates": [[-0.538, -0.040, 0.022], [1.312, -0.838, 2.658], [-2.881, -3.258, 1.955], [-1.104, -3.506, -4.871], [-2.675, -0.924, -1.564], [1.683, -2.100, -1.326], [1.857, 0.287, 3.358], [0.064, -1.385, 3.133], [-1.895, 2.901, -2.681], [3.296, 0.031, 0.629], [-1.847, -2.318, -3.118], [1.488, 0.799, -0.723], [5.305, -5.169, 2.590], [1.030, -0.414, 1.088], [-1.479, 1.380, -1.176], [-1.132, 1.106, 1.451], [-0.434, -1.299, -1.496], [-2.374, 1.433, 3.237], [-1.631, -1.317, 0.963], [4.141, 0.491, -0.275], [4.569, -3.029, 3.400], [-1.799, -2.599, 0.832], [2.008, 0.149, 0.337], [3.639, -2.011, 3.404], [-0.964, 2.089, -2.153], [0.035, 3.347, 1.454], [-2.805, 1.744, -1.083], [-0.853, 2.380, 1.916], [-1.634, 2.599, 3.053], [-0.697, 4.743, 3.305], [2.503, -2.111, 2.612], [-2.020, 0.578, 2.264], [0.629, -2.076, -1.925], [0.954, -4.357, -2.829], [0.098, 4.526, 2.166], [-1.689, -1.470, -2.035], [1.483, -2.290, -4.250], [-1.576, 3.787, 3.771], [1.023, -0.917, -4.727], [-3.076, 2.696, -2.008], [-3.136, -1.718, 2.649], [1.211, -5.324, -3.979], [2.307, -3.222, 1.802], [4.384, -4.160, 2.595], [3.727, 1.060, -1.473], [-0.851, -2.953, -3.829], [-2.371, -0.807, 2.010], [2.367, 1.207, -1.638], [3.237, -4.238, 1.790], [0.527, -2.914, -3.214], [-1.743, 3.551, -3.433], [1.981, 1.701, -2.520], [2.473, -2.242, -3.792], [0.781, 5.302, 1.850], [0.658, 3.164, 0.591], [-0.611, 5.682, 3.833], [0.052, 2.064, -2.478], [3.790, -1.129, 4.011], [1.539, -2.963, -5.104], [0.109, -0.995, -5.318], [4.428, 1.411, -2.214], [-3.471, 1.275, -0.380], [5.195, 0.399, -0.037], [5.453, -2.954, 4.021], [1.442, -3.275, 1.156], [6.135, -5.110, 3.148], [-2.973, 1.223, 4.017], [1.781, -0.451, -5.357], [0.359, -5.401, -4.649], [1.854, -4.252, -2.222], [-2.177, 3.953, 4.654], [-3.776, -1.585, 3.503], [0.181, -4.772, -2.171], [-1.303, -3.190, 0.080], [0.821, -0.251, -3.889], [1.418, -6.314, -3.573], [5.190, -5.970, 2.001], [2.081, -5.028, -4.563], [-3.979, 3.223, -2.254], [-2.781, -2.355, -3.504], [3.092, -5.099, 1.149]],
  "total_charge": 1,
  "homo_lumo_gap_ev": [6.4, 6.3],
  "homo_ev": [-9.93, -9.93],
  "multiplicity": 1,
  "lumo_ha": [-0.1306, -0.1328],
  "e_above_lowest_kj_mol": 100.5,
  "energy_ev": -118574.58734
}

***

No. 3
{
  "formula": "C31H31CrN8O12S4",
  "method": "ωB97M-V/def2-TZVPD",
  "species": ["Cr", "S", "S", "S", "S", "O", "O", "O", "O", "O", "O", "O", "O", "O", "O", "O", "O", "N", "N", "N", "N", "N", "N", "N", "N", "C", "C", "C", "C", "C", "C", "C", "C", "C", "C", "C", "C", "C", "C", "C", "C", "C", "C", "C", "C", "C", "C", "C", "C", "C", "C", "C", "C", "C", "C", "C", "H", "H", "H", "H", "H", "H", "H", "H", "H", "H", "H", "H", "H", "H", "H", "H", "H", "H", "H", "H", "H", "H", "H", "H", "H", "H", "H", "H", "H", "H", "H"],
  "coordinates": [[-0.466, -0.282, 0.537], [0.458, -3.389, -0.187], [1.074, 4.999, -0.098], [0.567, 0.367, -1.470], [0.137, 3.164, -0.626], [-3.825, -0.071, -2.160], [0.032, 5.476, 0.806], [2.319, 4.658, 0.576], [0.466, -4.431, 0.813], [-2.385, -2.101, 3.727], [-6.313, -4.522, 2.509], [1.255, 5.766, -1.321], [-5.189, -1.619, -2.756], [-2.065, -0.976, -0.277], [-7.290, -4.175, 0.629], [-1.099, -1.078, 2.233], [-0.691, -3.266, -1.035], [1.134, 0.422, 1.629], [-4.422, -1.103, -1.950], [0.791, -1.942, 0.444], [-6.360, -4.008, 1.405], [-1.731, 1.304, 1.152], [-2.829, 2.585, 2.544], [2.365, 2.232, -2.153], [0.294, 2.433, -3.302], [-3.225, 3.220, 3.786], [3.149, 2.030, -0.944], [0.939, 2.091, -2.035], [3.935, -2.520, 2.444], [-5.252, -3.157, 0.991], [-5.279, -2.586, -0.262], [-3.090, -1.552, 0.170], [1.298, 1.628, 2.113], [3.491, -3.118, -2.854], [-0.101, 3.823, -3.501], [2.826, -2.805, 1.619], [1.894, -1.832, 1.305], [4.010, -4.408, -2.842], [2.402, -2.793, -2.057], [4.146, -1.280, 2.965], [3.353, 1.062, 3.173], [2.089, -0.537, 1.887], [-0.731, 1.539, -3.827], [2.353, -5.065, -1.225], [-1.914, 1.608, 2.418], [-3.273, 2.912, 1.273], [1.841, -3.773, -1.246], [3.209, -0.258, 2.686], [-2.589, 2.109, 0.425], [3.439, -5.382, -2.031], [-4.219, -2.868, 1.879], [-3.168, -2.076, 1.506], [-2.151, -1.748, 2.577], [2.884, 3.332, -2.948], [2.419, 1.999, 2.882], [-4.250, -1.769, -0.649], [-4.235, -3.257, 2.887], [2.511, 3.032, 3.187], [-2.896, 2.601, 4.617], [4.638, -3.318, 2.661], [3.843, -6.388, -2.020], [-6.108, -2.757, -0.928], [2.816, 4.302, -2.430], [-4.006, 3.684, 1.101], [2.748, 1.190, -0.380], [4.177, 1.789, -1.236], [-1.634, 1.497, -3.203], [2.698, -3.811, 1.250], [1.902, -5.799, -0.568], [3.936, -2.354, -3.482], [-1.121, 4.017, -3.146], [2.350, 3.390, -3.893], [-0.058, 4.041, -4.575], [1.998, -1.784, -2.055], [-4.309, 3.310, 3.826], [3.936, 3.123, -3.161], [0.561, 4.513, -2.982], [-2.778, 4.208, 3.876], [0.548, 2.363, 1.868], [-0.362, 0.525, -3.948], [4.868, -4.653, -3.460], [5.008, -1.062, 3.585], [4.229, 1.312, 3.765], [-1.423, 1.131, 3.253], [3.158, 2.922, -0.295], [-1.012, 1.925, -4.810], [-2.643, 2.039, -0.649]],
  "total_charge": -2,
  "homo_lumo_gap_ev": [6.7, 6.9],
  "homo_ev": [-2.92, -2.92],
  "multiplicity": 2,
  "s2": 0.763,
  "lumo_ha": [0.1401, 0.1480],
  "energy_ev": -140902.80494
}